(1)
9
Properties=species:S:1:pos:R:3 method="wB97M-V/def2-TZVPD" e_tot_ev=-26093.7033 e_above_lowest_kcal_mol=10.1 total_charge=-1 smiles="C=NO[P@@](=O)([O-])I" gap_ev=8.4568
C 0.505 -0.289 -1.826
N 1.071 -0.667 -0.792
O 0.664 -0.498 0.484
P -0.565 0.519 1.293
O 0.186 1.710 1.725
O -1.857 0.599 0.666
I -0.621 -1.019 3.093
H 1.181 -0.384 -2.644
H -0.564 0.030 -2.000

=====

(2)
101
Properties=species:S:1:pos:R:3 method="wB97M-V/def2-TZVPD" e_tot_ev=-61293.4686 e_above_lowest_kcal_mol=145.3 total_charge=-1 gap_ev=5.1357
O 0.769 -0.318 0.685
C 1.242 0.850 0.272
O 1.985 1.529 0.981
O 0.946 1.205 -0.872
H 0.332 -0.376 -0.167
C 0.353 -6.568 0.101
C -0.443 -6.307 -1.138
O -0.670 -5.176 -1.386
N -1.029 -7.383 -1.814
C -1.910 -7.218 -2.908
H -0.108 -6.381 1.070
H 1.172 -5.858 -0.016
H 0.694 -7.600 0.186
H -1.045 -8.258 -1.310
H -2.517 -8.121 -2.848
H -1.579 -7.095 -3.940
H -2.535 -6.328 -2.835
C 2.268 -0.718 6.018
C 1.656 -1.997 6.510
O 2.385 -2.732 7.237
N 0.376 -2.289 6.197
C -0.397 -3.470 6.697
H 2.398 -0.874 4.947
H 3.220 -0.442 6.472
H 1.497 0.051 6.042
H -0.139 -1.655 5.603
H -0.466 -4.189 5.881
H -1.441 -3.287 6.953
H -0.031 -3.942 7.610
C 4.443 1.651 -7.527
C 4.248 1.099 -6.208
O 4.052 1.821 -5.226
N 4.229 -0.223 -6.019
C 4.143 -0.981 -4.680
H 4.836 0.837 -8.136
H 5.173 2.460 -7.497
H 3.436 1.914 -7.850
H 4.512 -0.721 -6.851
H 4.160 -2.062 -4.818
H 3.244 -0.780 -4.098
H 5.021 -0.645 -4.127
C 8.605 0.303 -1.246
C 7.747 1.123 -0.319
O 6.818 1.797 -0.855
N 8.086 1.048 0.969
C 7.466 1.827 2.029
H 8.033 -0.312 -1.940
H 9.332 -0.303 -0.706
H 9.304 0.913 -1.818
H 8.831 0.409 1.208
H 8.120 2.531 2.542
H 7.120 1.192 2.844
H 6.620 2.453 1.744
C -7.706 -4.483 -0.250
C -6.585 -3.761 -0.926
O -6.478 -3.740 -2.161
N -5.818 -2.983 -0.165
C -4.781 -2.038 -0.717
H -8.265 -3.832 0.421
H -7.234 -5.180 0.442
H -8.340 -5.054 -0.928
H -6.018 -3.055 0.822
H -4.161 -1.825 0.154
H -5.027 -1.085 -1.184
H -4.287 -2.558 -1.538
C -2.792 4.654 -0.656
C -2.003 5.750 0.071
O -0.800 5.872 -0.148
N -2.683 6.441 0.963
C -2.131 7.503 1.822
H -3.070 3.891 0.071
H -2.177 4.104 -1.368
H -3.708 5.034 -1.110
H -3.666 6.240 1.073
H -1.086 7.632 1.538
H -2.251 7.209 2.864
H -2.713 8.398 1.599
C -3.236 0.857 8.459
C -2.575 1.646 7.324
O -1.577 2.331 7.612
N -2.972 1.529 6.126
C -2.442 2.224 4.961
H -2.447 0.507 9.124
H -3.816 0.001 8.114
H -3.889 1.604 8.912
H -3.763 0.921 5.966
H -1.464 1.900 4.605
H -2.355 3.309 5.003
H -3.228 2.000 4.239
C -2.207 4.699 -6.628
C -1.287 3.673 -5.892
O -0.250 4.038 -5.292
N -1.579 2.332 -5.945
C -0.754 1.280 -5.604
H -2.308 5.526 -5.926
H -3.208 4.276 -6.710
H -1.723 4.930 -7.577
H -2.336 2.106 -6.574
H -1.204 0.383 -5.180
H 0.094 1.478 -4.948
H -0.253 0.913 -6.499

=====

(3)
30
Properties=species:S:1:pos:R:3 method="wB97M-V/def2-TZVPD" e_tot_ev=-13622.0341 e_above_lowest_kcal_mol=77.5 total_charge=+1 smiles="C=C([C@@H]([NH3+])[C@H](C)O)N(C)CC" gap_ev=8.5139
C 0.058 -0.291 1.820
C -0.212 -0.106 0.545
C 1.182 0.357 -0.526
N 1.517 1.731 -0.104
C 2.445 -0.407 -0.580
C 2.284 -1.881 -0.770
O 3.276 0.042 0.488
N -1.403 -0.272 -0.042
C -2.274 -1.261 0.585
C -2.102 0.656 -0.921
C -2.962 1.552 -0.069
H -0.713 -0.478 2.644
H 1.118 -0.474 2.091
H 0.725 0.301 -1.507
H 1.519 1.652 0.854
H 0.903 2.483 -0.438
H 2.561 1.860 -0.533
H 3.063 -0.068 -1.535
H 1.495 -2.301 -0.138
H 3.160 -2.515 -0.471
H 1.908 -2.265 -1.758
H 4.047 -0.479 0.699
H -1.881 -2.347 0.581
H -2.396 -1.040 1.677
H -3.263 -1.355 0.040
H -2.789 0.246 -1.755
H -1.384 1.239 -1.353
H -2.430 2.030 0.799
H -3.623 2.456 -0.598
H -3.829 0.931 0.275